Record 1
{"formula": "C2H6AgO3", "method": "ωB97M-V with the def2-TZVPD basis set", "fmax_ev_per_a": 2.34, "spin_multiplicity": 3, "s_squared": 2.01, "relative_energy_kj_mol": 0.0, "e_tot_ev": -12309.33655, "total_charge": -1, "species": ["O", "C", "H", "H", "Ag", "O", "H", "C", "O", "H", "H", "H"], "positions_angstrom": [[-0.229, 2.326, 0.041], [-1.187, 1.796, -0.753], [-1.123, 2.109, -1.815], [-2.198, 2.097, -0.390], [1.535, 1.647, 0.508], [1.935, -0.019, -0.409], [1.224, -0.607, -0.744], [-1.435, -0.288, 0.413], [-1.227, 0.340, -0.825], [-1.449, -1.388, 0.322], [-0.637, -0.022, 1.131], [-2.404, 0.048, 0.802]]}


Record 2
{"formula": "C2H6B2", "method": "ωB97M-V with the def2-TZVPD basis set", "fmax_ev_per_a": 9.04, "relative_energy_kj_mol": 132.0, "smiles": "B/C=C/B", "e_tot_ev": -3519.55574, "species": ["B", "C", "C", "B", "H", "H", "H", "H", "H", "H"], "positions_angstrom": [[1.983, 0.127, 0.025], [0.688, -0.652, 0.233], [-0.547, 0.382, 0.041], [-1.948, -0.189, -0.048], [2.069, 1.054, 0.698], [2.764, -0.062, -0.989], [0.267, -1.611, 0.127], [-0.305, 1.359, 0.084], [-2.621, 0.677, 0.474], [-2.351, -1.083, -0.644]]}


Record 3
{"formula": "C2H6B3BrCuO8P2", "method": "ωB97M-V with the def2-TZVPD basis set", "fmax_ev_per_a": 4.71, "spin_multiplicity": 2, "s_squared": 0.76, "e_tot_ev": -153829.06972, "total_charge": 2, "species": ["O", "C", "C", "B", "O", "B", "P", "O", "Br", "O", "B", "P", "O", "O", "O", "O", "H", "H", "H", "H", "H", "H", "Cu"], "positions_angstrom": [[1.795, 1.608, 1.902], [2.095, 0.800, 1.017], [2.147, 1.258, -0.485], [0.921, 0.483, -1.239], [1.164, -0.868, -1.695], [0.085, -1.612, -1.119], [0.363, -2.980, 0.224], [2.002, -3.263, 0.242], [-0.122, -2.059, 2.223], [-1.202, -1.241, -1.577], [-1.328, 0.124, -1.110], [-2.870, 0.490, -0.025], [-2.794, -0.461, 1.168], [-4.227, 0.131, -0.939], [-2.850, 2.096, 0.393], [-0.342, 1.123, -1.395], [2.323, -0.276, 1.227], [2.032, 2.372, -0.568], [3.145, 0.950, -0.897], [2.222, -3.476, 1.175], [-4.102, -0.808, -1.170], [-2.448, 2.125, 1.276], [1.991, 3.482, 1.372]]}


Record 4
{"formula": "C2H6BBrO4PSTm", "method": "ωB97M-V with the def2-TZVPD basis set", "fmax_ev_per_a": 2.14, "spin_multiplicity": 3, "s_squared": 2.01, "relative_energy_kj_mol": 67.7, "e_tot_ev": -130714.68669, "total_charge": 2, "species": ["O", "P", "Br", "C", "O", "B", "O", "C", "O", "S", "H", "H", "H", "H", "H", "H", "Tm"], "positions_angstrom": [[-0.343, 0.257, -3.053], [-0.805, 0.916, -1.700], [-2.755, 0.053, -1.254], [0.506, 0.292, -0.482], [0.314, -1.077, -0.482], [-0.168, -1.374, 0.874], [0.211, -0.305, 1.736], [0.351, 0.851, 0.968], [-0.750, 1.626, 1.207], [1.870, 1.677, 1.596], [-0.630, 0.851, -3.773], [1.478, 0.432, -0.937], [-1.405, -1.400, 0.859], [0.329, -2.433, 1.278], [-0.743, 2.416, 0.646], [2.709, 1.440, 0.582], [-0.172, -4.262, 1.920]]}


Record 5
{"formula": "C2H6BNO", "method": "ωB97M-V with the def2-TZVPD basis set", "fmax_ev_per_a": 5.54, "relative_energy_kj_mol": 263.4, "smiles": "B1CCON1", "e_tot_ev": -6383.38761, "species": ["B", "C", "C", "O", "N", "H", "H", "H", "H", "H", "H"], "positions_angstrom": [[-0.894, -0.579, 0.531], [-0.007, 0.623, 0.803], [0.972, 0.366, -0.355], [0.298, -0.265, -1.462], [-0.696, -0.987, -0.725], [-1.653, -0.930, 1.361], [-0.632, 1.429, 0.332], [0.574, 0.822, 1.734], [1.488, 1.302, -0.802], [1.840, -0.332, 0.067], [-1.290, -1.449, -1.485]]}


Record 6
{"formula": "C2H6BNO3", "method": "ωB97M-V with the def2-TZVPD basis set", "fmax_ev_per_a": 5.07, "relative_energy_kj_mol": 132.2, "e_tot_ev": -10481.28058, "species": ["B", "C", "C", "N", "O", "O", "O", "H", "H", "H", "H", "H", "H"], "positions_angstrom": [[0.194, 0.623, -0.804], [-0.293, -0.292, 1.790], [-0.690, -0.643, -0.655], [-0.544, -1.072, 0.739], [-0.084, 0.913, 1.711], [1.504, 0.436, -0.549], [-0.354, 1.801, -1.231], [-0.187, -0.790, 2.710], [-1.622, -0.798, -1.088], [0.125, -1.558, -1.614], [-0.626, -2.036, 1.008], [2.133, 1.114, -0.551], [0.442, 2.301, -1.465]]}


Record 7
{"formula": "C2H6BNO4", "method": "ωB97M-V with the def2-TZVPD basis set", "fmax_ev_per_a": 6.15, "relative_energy_kj_mol": 169.9, "smiles": "O=C1O[C@H]1B(O)O.N", "e_tot_ev": -12528.70251, "species": ["O", "C", "O", "C", "B", "O", "O", "H", "H", "H", "N", "H", "H", "H"], "positions_angstrom": [[0.732, 2.015, 0.770], [1.040, 1.236, -0.034], [1.968, 0.799, -0.839], [0.616, 0.147, -0.840], [0.580, -1.199, -0.011], [-0.510, -2.011, -0.239], [1.623, -1.588, 0.723], [0.098, 0.427, -1.755], [-1.071, -1.598, -0.929], [2.329, -0.916, 0.592], [-1.849, 0.613, 0.365], [-2.719, 0.380, 0.940], [-1.677, 1.529, 0.406], [-1.159, 0.166, 0.849]]}


Record 8
{"formula": "C2H6Br2N", "method": "ωB97M-V with the def2-TZVPD basis set", "fmax_ev_per_a": 3.62, "relative_energy_kj_mol": 102.4, "e_tot_ev": -143737.72707, "total_charge": 1, "species": ["C", "C", "N", "Br", "Br", "H", "H", "H", "H", "H", "H"], "positions_angstrom": [[-1.661, 0.325, 1.230], [-0.642, -0.184, 0.621], [0.645, 0.450, 0.496], [1.553, -0.597, -2.352], [1.720, -1.754, -4.309], [-1.518, 1.302, 1.707], [-2.688, -0.123, 1.344], [-0.402, -1.135, 0.203], [1.413, -0.247, 0.627], [0.757, 0.687, -0.512], [0.823, 1.277, 0.943]]}


Record 9
{"formula": "C2H6Br2N", "method": "ωB97M-V with the def2-TZVPD basis set", "fmax_ev_per_a": 2.55, "relative_energy_kj_mol": 16.2, "e_tot_ev": -143738.62042, "total_charge": 1, "species": ["C", "C", "N", "Br", "Br", "H", "H", "H", "H", "H", "H"], "positions_angstrom": [[-0.425, -0.969, -0.884], [-0.305, 0.449, -0.479], [0.830, 1.059, -0.499], [0.177, -0.227, 2.587], [-1.991, 1.478, -0.323], [-0.211, -0.869, -1.938], [0.381, -1.781, -0.610], [-1.406, -1.330, -0.695], [0.383, -0.300, 4.044], [0.958, 2.019, -0.571], [1.610, 0.472, -0.633]]}


Record 10
{"formula": "C2H6BrGaI", "method": "ωB97M-V with the def2-TZVPD basis set", "fmax_ev_per_a": 1.50, "e_tot_ev": -132694.96841, "total_charge": -1, "species": ["C", "C", "Ga", "Br", "I", "H", "H", "H", "H", "H", "H"], "positions_angstrom": [[-1.378, -0.092, -0.548], [-0.319, -0.696, 0.446], [1.303, 0.583, 0.388], [3.172, -0.378, 1.591], [1.955, 0.840, -2.169], [-1.003, -0.235, -1.565], [-1.428, 0.986, -0.351], [-2.344, -0.585, -0.389], [-0.746, -0.690, 1.459], [-0.031, -1.712, 0.147], [0.819, 1.979, 0.991]]}